C3H2NO4 | ωB97M-V/def2-TZVPD

## Properties
Max |F| = 4.139 eV/A
Calculated total energy = -12820.230 eV
Gap between HOMO and LUMO = 8.659 eV
Energy relative to the best compared isomer or geometry (same formula, charge and spin) = 116.3 kcal per mole
Net charge = -1
Lowest unoccupied orbital energy = 4.0 eV

Last column: Mulliken charge in e.
Element x y z (Å)
C  -0.17013  -0.98353  -0.60955  0.6786
C  -1.02368  1.89169  -0.87249  -0.5353
C  0.75244  -0.93078  1.48093  0.4908
N  0.34762  0.32117  1.21361  -0.3488
O  0.39791  -1.77858  0.30333  -0.3571
O  -0.50253  -1.36611  -1.69550  -0.5659
O  -0.28776  0.29423  -0.11289  -0.0718
O  1.30934  -1.46249  2.39400  -0.6255
H  -0.52267  1.74194  -1.81213  0.1415
H  -0.30052  2.27246  -0.28930  0.1935

Forces on atoms 1 to 3 (eV/Å):
C 0.12 -0.39 0.15
C -2.83 -1.75 -1.09
C -1.17 0.91 -2.12



C5H12N2O | ωB97M-V/def2-TZVPD

## Properties
Max |F| = 2.911 eV/A
Calculated total energy = -10406.199 eV
Gap between HOMO and LUMO = 10.597 eV
Energy relative to the best compared isomer or geometry (same formula, charge and spin) = 51.3 kcal per mole
Net charge = 0
SMILES string = [H]/N=C(\OC)C(C)(C)N
Lowest unoccupied orbital energy = 0.9 eV

Last column: Mulliken charge in e.
Element x y z (Å)
C  -0.57849  0.33685  -0.05898  1.5697
C  -1.45117  1.54923  0.30426  -1.7951
C  -0.42721  0.23714  -1.58191  -1.5166
N  -1.12809  -0.92491  0.44980  -0.6153
C  0.78580  0.55535  0.55022  0.1508
N  1.21500  1.55797  1.14436  -0.6859
H  -2.02377  -1.10113  0.00604  0.2672
H  -1.29937  -0.85243  1.44764  0.2621
H  -1.53505  1.64759  1.38465  0.3595
H  -1.00633  2.46657  -0.07082  0.3757
H  -2.44491  1.41828  -0.12467  0.4323
H  -1.41181  0.15864  -2.03928  0.4139
H  0.06030  1.12871  -1.96701  0.3790
H  0.17028  -0.62807  -1.85060  0.3374
C  1.74840  -1.79165  0.19728  -0.6547
O  1.89921  -0.39922  0.42133  -0.4863
H  2.21181  1.13259  1.36409  0.3946
H  2.12509  -2.30718  1.08354  0.2622
H  2.36526  -2.07472  -0.66833  0.2186
H  0.72507  -2.10961  0.00839  0.3307

Forces on atoms 1 to 3 (eV/Å):
C -0.05 0.19 -0.09
C 0.22 -0.17 -0.04
C 0.04 0.01 0.29



C11H20N2O9S | ωB97M-V/def2-TZVPD

## Properties
Max |F| = 0.904 eV/A
Calculated total energy = -43970.497 eV
Gap between HOMO and LUMO = 8.707 eV
Energy relative to the best compared isomer or geometry (same formula, charge and spin) = 0.0 kcal per mole
Net charge = 0
SMILES string = CN(C)C(=O)C[C@H]1OS(=O)(=O)CC[C@@H]1ON=O.COC(=O)OC
Lowest unoccupied orbital energy = -0.7 eV

Last column: Mulliken charge in e.
Element x y z (Å)
C  -4.07403  1.80958  -1.18570  -1.1088
N  -3.81401  0.65026  -0.33634  0.3261
C  -4.96836  -0.25204  -0.26082  -1.0889
C  -3.36456  1.05226  0.96647  0.0871
O  -4.02496  1.75143  1.68631  -0.5689
C  -1.98610  0.59813  1.41670  -0.8107
C  -1.43193  -0.67912  0.80256  -0.1174
O  -2.49542  -1.65008  0.81725  -0.3059
S  -2.00638  -3.13735  0.54494  1.2054
O  -0.95964  -3.47229  1.45806  -0.6648
O  -3.18550  -3.93138  0.49860  -0.6653
C  -1.33834  -3.00302  -1.08165  -0.6735
C  -0.54345  -1.72070  -1.40588  -1.0242
C  -0.90486  -0.45631  -0.60964  0.4887
O  0.29633  0.31795  -0.41182  -0.1144
N  0.47488  1.19228  -1.54303  0.0755
O  1.54088  1.08234  -1.98292  -0.2776
H  -3.22755  2.49528  -1.16942  0.3360
H  -4.20915  1.46110  -2.21127  0.3398
H  -4.98951  2.33824  -0.89605  0.4135
H  -4.94791  -0.94071  -1.10755  0.3137
H  -5.91017  0.30519  -0.30015  0.3172
H  -4.93149  -0.84826  0.64657  0.3716
H  -2.01159  0.51957  2.50193  0.3879
H  -1.30666  1.42259  1.18194  0.3000
H  -0.61291  -0.99965  1.44896  0.6772
H  -0.70755  -3.87703  -1.23215  0.4169
H  -2.18942  -3.09397  -1.75455  0.3601
H  0.52886  -1.89965  -1.35729  0.3297
H  -0.76381  -1.50687  -2.45309  0.3197
H  -1.58682  0.16172  -1.19448  0.3749
C  7.75628  1.87596  1.76285  -0.6346
O  6.36599  1.55597  1.86696  -0.3285
C  5.80026  1.19230  0.71621  0.7584
O  6.35649  1.12035  -0.34888  -0.5400
O  4.51752  0.92360  0.94673  -0.2704
C  3.78074  0.51902  -0.21521  -0.5841
H  8.07345  2.14952  2.76450  0.2186
H  8.32321  1.01405  1.41653  0.2956
H  7.90731  2.71311  1.08412  0.2942
H  4.20768  -0.39182  -0.63253  0.2990
H  3.79312  1.30782  -0.96227  0.3092
H  2.76906  0.33062  0.12451  0.1621

Forces on atoms 1 to 3 (eV/Å):
C -0.24 -0.17 -0.16
N 0.38 -0.07 -0.03
C -0.02 0.01 -0.23



C19H28GeN2PtS2 | ωB97M-V/def2-TZVPD

## Properties
Max |F| = 0.989 eV/A
Calculated total energy = -104568.337 eV
2S+1 = 3
Gap between HOMO and LUMO (alpha / beta) = 4.034 / 4.617 eV
Net charge = -2
Lowest unoccupied orbital energy (alpha / beta) = 4.6 / 4.5 eV

Last column: Mulliken charge in e.
Element x y z (Å)
Pt  0.09305  0.23694  0.09588  0.5172
S  -0.00866  -0.11663  2.64176  -0.4282
C  -1.01048  -1.53045  2.85733  0.3004
C  -1.35058  -1.87379  4.17741  -0.5935
C  -2.15473  -2.95740  4.48987  -0.4609
C  -2.64738  -3.75260  3.46105  -0.4855
C  -2.31660  -3.44380  2.15264  -0.5090
C  -1.50374  -2.34971  1.80616  0.0459
S  -1.18321  -2.09010  0.11190  -0.5589
H  -0.96223  -1.24753  4.97286  0.3231
H  -2.39897  -3.17572  5.52549  0.2996
H  -3.29243  -4.60085  3.67263  0.2918
H  -2.69404  -4.05722  1.34230  0.2853
C  5.36030  1.55015  -0.83876  -1.6260
C  4.82692  0.29243  -0.13483  2.2663
C  5.35680  0.26269  1.30660  -1.6397
C  5.34037  -0.95038  -0.87751  -1.6020
C  3.35680  0.31086  -0.12319  1.1271
C  2.13646  0.32530  -0.11344  -2.1777
H  6.45770  1.56163  -0.84760  0.3602
H  5.00052  2.44354  -0.32644  0.3715
H  4.99811  1.58523  -1.86777  0.3702
H  6.45416  0.26107  1.32074  0.3654
H  4.99302  -0.62827  1.81953  0.3838
H  4.99428  1.13114  1.85784  0.3749
H  6.43751  -0.97097  -0.89217  0.3564
H  4.97272  -0.95550  -1.90500  0.3737
H  4.97616  -1.85431  -0.38779  0.3838
N  -0.37553  -0.53290  -4.50416  -0.0666
C  0.47486  0.55300  -4.56788  -0.6086
C  0.60280  0.98796  -3.28162  -0.5198
N  -0.13783  0.19769  -2.44983  0.1536
C  -0.70852  -0.70469  -3.19317  -0.5559
H  -0.66456  -1.09993  -5.27772  0.1783
H  0.88285  0.90370  -5.50090  0.4122
H  1.19734  1.79708  -2.88853  0.4270
H  -1.34856  -1.49824  -2.83751  0.4198
C  -3.73041  0.67944  1.58603  -0.8525
Ge  -3.05581  1.58916  -0.03187  0.3225
C  -3.64302  0.46827  -1.56720  -1.0232
C  -4.27793  3.20191  -0.16983  -1.3372
C  -1.17033  2.03235  -0.03938  -0.9945
H  -4.82100  0.59433  1.56409  0.4021
H  -3.43689  1.21488  2.49125  0.2993
H  -3.30571  -0.32270  1.64621  0.0927
H  -4.72896  0.33813  -1.56593  0.4435
H  -3.17552  -0.51332  -1.46596  0.1458
H  -3.34664  0.89917  -2.52836  0.2970
H  -5.32434  2.88078  -0.15754  0.3405
H  -4.10416  3.76771  -1.08998  0.3426
H  -4.11966  3.87658  0.67620  0.3521
H  -0.96326  2.68889  0.81131  0.3236
H  -0.95105  2.59504  -0.95518  0.2904

Forces on atoms 1 to 3 (eV/Å):
Pt -0.31 -0.68 0.65
S 0.06 0.18 -0.61
C -0.02 -0.03 0.07